DFT (wB97M-V/def2-TZVPD) results for 12 unconnected molecules or ions with the total composition BH26O11.

Last column: Löwdin charge in e.
Atoms and positions in Å:
B 0.146 -0.725 -0.011  -0.450
H 1.155 -1.103 -0.067  -0.113
H -0.038 -0.218 0.923  -0.121
H -0.052 -0.034 -0.816  -0.108
H -0.557 -1.544 0.003  -0.108
O 2.019 3.567 -1.892  -0.052
H 2.934 3.713 -2.134  0.023
H 1.907 2.617 -1.941  0.027
O -4.759 -3.234 -0.001  -0.057
H -4.501 -3.916 0.619  0.024
H -3.958 -2.734 -0.156  0.030
O 3.737 -0.024 -2.994  -0.055
H 3.304 -0.324 -2.195  0.028
H 4.646 0.126 -2.732  0.023
O -4.902 2.102 -0.380  -0.056
H -4.087 1.605 -0.308  0.030
H -4.660 2.996 -0.139  0.024
O 3.149 1.106 2.540  -0.061
H 2.633 0.480 2.031  0.020
H 3.583 1.649 1.882  0.023
O -1.128 3.504 1.577  -0.058
H -0.606 2.704 1.518  0.025
H -0.582 4.110 2.078  0.023
O 4.326 -5.242 1.754  -0.055
H 3.628 -4.623 1.963  0.026
H 4.455 -5.741 2.561  0.023
O -3.633 0.116 4.091  -0.055
H -3.145 -0.685 4.280  0.026
H -2.987 0.703 3.698  0.027
O -1.217 -1.691 -3.846  -0.061
H -0.671 -1.395 -3.117  0.017
H -1.079 -2.638 -3.880  0.023
O 0.724 -3.159 3.066  -0.060
H 1.040 -2.630 3.798  0.023
H 0.492 -2.521 2.391  0.013
O -0.820 4.407 -4.789  -0.054
H -0.090 4.734 -5.315  0.023
H -0.404 3.942 -4.064  0.024

Force components x, y, z for each atom (eV/Å):
B 0.087 -0.027 -0.060
H 4.243 -1.528 -0.178
H -0.471 2.330 4.005
H -0.821 2.702 -3.349
H -2.796 -3.436 -0.275
O -0.110 0.323 0.012
H 0.198 0.013 -0.086
H -0.141 -0.412 0.036
O -0.314 -0.089 -0.080
H 0.080 -0.125 0.146
H 0.282 0.232 -0.078
O 0.040 0.203 -0.262
H -0.365 -0.194 0.296
H 0.218 -0.002 0.043
O -0.335 -0.009 -0.073
H 0.262 -0.188 0.009
H 0.113 0.193 0.066
O 0.204 0.109 0.358
H -0.401 -0.272 -0.282
H 0.040 0.118 -0.157
O -0.311 0.166 0.048
H 0.168 -0.427 -0.182
H 0.124 0.139 0.080
O 0.246 -0.099 -0.164
H -0.322 0.241 -0.011
H 0.015 -0.116 0.169
O -0.259 0.049 0.214
H 0.116 -0.216 -0.030
H 0.158 0.172 -0.216
O -0.168 0.025 -0.396
H 0.146 0.211 0.499
H 0.021 -0.184 0.047
O 0.107 -0.417 0.263
H 0.060 0.150 0.133
H -0.142 0.355 -0.587
O -0.246 0.120 -0.158
H 0.162 0.055 -0.101
H 0.109 -0.165 0.302

Values from the calculation:
**2S+1**: 1
**Charge**: -1
**ΔE to the lowest compared entry with this formula, charge and spin**: 286.42 kJ/mol